Molecular formula: C32H65N3O4P
Method: DFT, ωB97M-V/def2-TZVPD

Properties
Charge = +1

Last column: Löwdin charge in e.
Positions of all 105 atoms, in Å:
C: 6.0792 6.7012 2.4133  -0.099
C: 5.9702 5.3709 1.6401  -0.275
C: 6.3920 4.1682 2.4695  -0.236
C: 6.0356 2.8290 1.8279  -0.233
C: 6.5880 1.6754 2.6646  -0.207
C: 6.4573 0.2781 2.0468  -0.203
C: 5.0961 -0.0300 1.4207  -0.198
C: 5.1572 -1.2350 0.4552  -0.175
C: 4.1548 -1.1224 -0.7145  -0.161
C: 4.8581 -1.1578 -2.0972  -0.123
C: 5.3076 0.2089 -2.4783  -0.096
C: 6.6382 0.5807 -2.3611  0.100
C: 6.9919 1.8866 -2.6931  -0.319
N: 8.3442 2.2856 -2.5662  0.109
N: 6.0841 2.7563 -3.1136  -0.123
P: 6.5647 4.4847 -3.5697  0.894
O: 5.1924 4.9354 -4.2419  -0.231
O: 6.4927 5.1341 -2.0920  -0.247
N: 4.7839 2.4311 -3.2542  0.151
C: 4.4093 1.2210 -2.9439  -0.173
C: 2.9435 0.9101 -3.1358  -0.110
C: 2.0407 2.1471 -3.0791  -0.176
C: 0.5924 1.8093 -2.6414  -0.359
C: -0.2325 3.0918 -2.8454  -0.063
C: 0.6261 1.4156 -1.1551  -0.180
C: -0.6790 0.7629 -0.6567  -0.178
C: -1.7217 1.7575 -0.2186  -0.103
C: -2.8479 1.4306 0.4135  -0.331
C: -3.0351 0.0426 0.9702  -0.050
C: -3.9278 2.4703 0.5952  -0.057
H: 5.2635 7.3627 2.1343  0.068
H: 6.0007 6.5380 3.4864  0.070
H: 7.0203 7.2077 2.2204  0.071
H: 4.9291 5.2732 1.3223  0.103
H: 6.5947 5.4805 0.7533  0.087
H: 5.8731 4.2464 3.4256  0.118
H: 7.4610 4.2369 2.6768  0.121
H: 6.4228 2.8099 0.8028  0.104
H: 4.9469 2.7685 1.8224  0.109
H: 7.6544 1.8669 2.7993  0.112
H: 6.1512 1.7253 3.6606  0.119
H: 7.2707 0.1070 1.3398  0.103
H: 6.5970 -0.4407 2.8548  0.116
H: 4.6626 0.8274 0.9111  0.085
H: 4.4229 -0.3143 2.2291  0.121
H: 4.9340 -2.1421 1.0087  0.117
H: 6.1697 -1.2999 0.0575  0.094
H: 3.6779 -0.1478 -0.6218  0.080
H: 3.3613 -1.8611 -0.6615  0.121
H: 5.7152 -1.8223 -2.0251  0.121
H: 4.2138 -1.5607 -2.8778  0.129
H: 7.3873 -0.1094 -2.0101  0.139
H: 8.5009 2.8693 -1.7541  0.102
H: 8.6972 2.7276 -3.4055  0.083
H: 4.5338 5.2509 -3.6065  0.080
H: 5.8039 4.7501 -1.5262  0.064
H: 2.6424 0.1495 -2.4283  0.088
H: 2.8624 0.4760 -4.1350  0.144
H: 2.4089 2.9007 -2.3861  0.114
H: 1.9810 2.5510 -4.0867  0.113
H: 0.2228 0.9957 -3.2651  0.142
H: 0.1336 3.6193 -3.7240  0.073
H: -0.1530 3.7382 -1.9765  0.076
H: -1.2854 2.8772 -3.0112  0.084
H: 1.4169 0.6865 -0.9777  0.085
H: 0.8428 2.3154 -0.5797  0.119
H: -0.4448 0.1436 0.2115  0.105
H: -1.0667 0.1281 -1.4535  0.121
H: -1.5498 2.8058 -0.4303  0.099
H: -3.9255 0.0037 1.5904  0.070
H: -3.1204 -0.7159 0.1923  0.081
H: -2.1620 -0.2152 1.5665  0.080
H: -4.8481 2.0312 0.9662  0.069
H: -3.5968 3.2140 1.3228  0.083
H: -4.1062 3.0040 -0.3320  0.075
C: -6.2513 -5.3562 2.3948  -0.075
C: -5.6352 -4.0918 2.9651  -0.278
O: -5.0093 -3.2693 1.9947  -0.165
C: -5.8424 -2.8007 0.9502  -0.284
C: -7.0183 -1.9630 1.4236  -0.074
H: -5.4969 -5.9493 1.8749  0.083
H: -6.6787 -5.9595 3.1965  0.079
H: -7.0514 -5.1369 1.6867  0.051
H: -4.8496 -4.3523 3.6747  0.117
H: -6.3844 -3.5205 3.5245  0.108
H: -6.1904 -3.6354 0.3316  0.109
H: -5.1981 -2.1896 0.3167  0.101
H: -7.7003 -2.5342 2.0539  0.067
H: -7.5854 -1.5963 0.5671  0.077
H: -6.6683 -1.1065 2.0027  0.075
C: -9.9201 -7.9299 0.3186  -0.076
C: -9.9151 -6.8889 1.4248  -0.279
O: -9.5556 -5.5887 0.9932  -0.179
C: -10.3862 -5.0026 0.0068  -0.280
C: -11.8350 -4.8389 0.4325  -0.077
H: -8.9419 -7.9805 -0.1615  0.081
H: -10.1590 -8.9108 0.7297  0.078
H: -10.6579 -7.7052 -0.4526  0.066
H: -9.1698 -7.1602 2.1731  0.113
H: -10.8824 -6.8680 1.9388  0.109
H: -10.3214 -5.5655 -0.9311  0.108
H: -9.9532 -4.0208 -0.1878  0.114
H: -12.3156 -5.7974 0.6305  0.067
H: -12.4012 -4.3395 -0.3541  0.078
H: -11.8998 -4.2401 1.3420  0.082

***

Molecular formula: C32H65N4O21S2
Method: DFT, ωB97M-V/def2-TZVPD

Properties
Charge = +1

Last column: Löwdin charge in e.
Positions of all 124 atoms, in Å:
C: 5.3598 -2.1948 2.8924  -0.029
C: 5.5868 -2.8566 1.5466  -0.412
O: 5.8584 -1.8472 0.6055  -0.027
C: 4.3708 -3.7652 1.1734  -0.037
C: 3.4610 -3.2175 0.1380  -0.205
N: 3.7936 -2.6260 -1.0039  0.156
N: 2.6973 -2.2709 -1.6168  0.157
N: 1.6942 -2.6346 -0.9063  -0.068
C: 0.3060 -2.4054 -1.2869  -0.072
C: -0.3862 -1.3787 -0.3938  -0.223
C: 0.4222 -0.1500 0.0583  -0.499
S: 0.8609 -0.1629 1.8160  0.777
N: 2.1223 -3.2354 0.2119  0.047
C: 1.2018 -3.7021 1.2339  -0.144
S: 1.5718 -5.3699 1.8447  0.716
O: 2.1275 -5.2544 3.1514  -0.302
O: 2.2137 -6.0712 0.7788  -0.307
H: 5.2376 -2.9524 3.6656  0.093
H: 6.2245 -1.5842 3.1414  0.094
H: 4.4817 -1.5454 2.8732  0.079
H: 6.4500 -3.5207 1.6414  0.148
H: 6.3866 -2.1956 -0.1208  0.108
H: 3.7957 -3.9210 2.0872  0.092
H: 4.6772 -4.7545 0.8300  0.142
H: -0.2076 -3.3623 -1.1738  0.127
H: 0.2899 -2.1778 -2.3479  0.146
H: -1.2870 -1.0268 -0.8918  0.125
H: -0.7279 -1.9051 0.4969  0.073
H: 1.3047 0.0511 -0.5468  0.080
H: -0.2155 0.7243 -0.0521  0.061
H: 2.0924 -0.6923 1.8381  -0.165
H: 0.1916 -3.7560 0.8282  0.098
H: 1.1750 -3.0025 2.0701  0.098
H: 0.3131 -5.8456 1.9662  0.098
C: -6.8572 0.5143 0.9610  -0.052
C: -5.8881 1.5588 1.4653  -0.191
O: -5.1662 1.1015 2.6279  0.050
C: -4.1492 0.2851 2.4047  -0.606
O: -3.7756 -0.0993 1.3198  0.097
O: -3.6063 -0.0204 3.5801  0.018
C: -2.5180 -0.9368 3.5458  -0.039
H: -7.5285 0.1991 1.7602  0.088
H: -7.4533 0.9250 0.1468  0.087
H: -6.3282 -0.3637 0.5926  0.058
H: -6.4165 2.4467 1.8034  0.112
H: -5.1794 1.8609 0.6953  0.124
H: -1.7525 -0.6093 2.8467  0.038
H: -2.8690 -1.9326 3.2699  0.097
H: -2.1130 -0.9613 4.5524  0.100
C: -4.9860 -3.5898 0.4180  -0.047
C: -3.6069 -3.3781 -0.1603  -0.211
O: -2.6566 -4.3807 0.2791  -0.002
C: -2.7670 -5.5606 -0.3492  -0.610
O: -3.5431 -5.8205 -1.2247  0.149
O: -1.8303 -6.3839 0.1317  0.012
C: -1.8633 -7.7100 -0.4390  -0.066
H: -4.9396 -3.6300 1.5070  0.085
H: -5.6364 -2.7665 0.1264  0.075
H: -5.4246 -4.5198 0.0598  0.081
H: -3.2003 -2.4330 0.1896  0.089
H: -3.6242 -3.3723 -1.2507  0.127
H: -1.8282 -7.6644 -1.5238  0.106
H: -2.7633 -8.2297 -0.1188  0.131
H: -0.9854 -8.2252 -0.0620  0.077
C: 3.3077 5.5215 -2.2260  -0.062
C: 2.2202 4.9063 -3.0769  -0.202
O: 1.4040 3.9875 -2.3221  0.032
C: 0.4890 4.5527 -1.5395  -0.613
O: 0.2647 5.7273 -1.4284  0.134
O: -0.1604 3.5762 -0.8931  -0.014
C: -1.1391 4.0410 0.0440  -0.029
H: 3.9044 4.7439 -1.7474  0.084
H: 3.9662 6.1346 -2.8403  0.085
H: 2.8822 6.1509 -1.4452  0.074
H: 2.6473 4.3022 -3.8746  0.123
H: 1.5850 5.6666 -3.5291  0.125
H: -1.8438 4.7265 -0.4205  0.088
H: -0.6500 4.5223 0.8891  0.104
H: -1.6758 3.1617 0.3926  0.084
C: 1.5827 -7.6417 -1.9687  -0.051
C: 0.8934 -8.6430 -1.0695  -0.163
O: -0.5290 -8.6529 -1.2740  -0.167
C: -0.9495 -9.3253 -2.3520  -0.573
O: -0.2505 -9.9228 -3.1243  0.161
O: -2.2733 -9.2094 -2.4162  -0.021
C: -2.8724 -9.8561 -3.5487  0.003
H: 1.1248 -6.6572 -1.8504  0.071
H: 2.6384 -7.5683 -1.7083  0.084
H: 1.5035 -7.9277 -3.0164  0.084
H: 1.0163 -8.3634 -0.0245  0.116
H: 1.2971 -9.6457 -1.2015  0.138
H: -2.5671 -10.8979 -3.6023  0.102
H: -2.5935 -9.3416 -4.4662  0.105
H: -3.9447 -9.7886 -3.3965  0.102
C: -7.6133 6.5498 3.3479  -0.060
C: -6.6172 5.4459 3.0726  -0.213
O: -6.2660 5.3771 1.6775  0.022
C: -5.3825 6.2898 1.2710  -0.614
O: -4.8384 7.1088 1.9628  0.129
O: -5.1968 6.1331 -0.0408  0.000
C: -4.2930 7.0756 -0.6281  -0.037
H: -8.4919 6.4367 2.7121  0.084
H: -7.9298 6.5138 4.3901  0.083
H: -7.1744 7.5274 3.1555  0.078
H: -7.0497 4.4720 3.2964  0.115
H: -5.7125 5.5636 3.6681  0.124
H: -3.3470 7.0908 -0.0910  0.092
H: -4.7242 8.0747 -0.6443  0.100
H: -4.1283 6.7414 -1.6483  0.093
C: 9.8339 9.2696 -2.2542  -0.063
C: 8.6520 8.7226 -3.0231  -0.209
O: 7.8500 7.8410 -2.2156  0.033
C: 7.0262 8.4451 -1.3625  -0.615
O: 6.8725 9.6310 -1.2362  0.128
O: 6.3867 7.5019 -0.6655  -0.006
C: 5.4886 8.0099 0.3248  -0.041
H: 10.4234 8.4548 -1.8326  0.082
H: 10.4710 9.8539 -2.9178  0.082
H: 9.5053 9.9126 -1.4392  0.077
H: 8.9842 8.1054 -3.8554  0.122
H: 8.0257 9.5218 -3.4177  0.123
H: 4.7875 8.7172 -0.1126  0.096
H: 6.0428 8.4898 1.1296  0.099
H: 4.9489 7.1498 0.7105  0.089

***

no.,E_LUMO (Ha),calculated total energy (a.u.),orbital gap (eV)
1,-0.15340,-2064.62461,6.1
2,-0.13426,-3853.31872,7.6